# 1
A 11-piece molecular cluster, C6H30NO11 overall, computed with ωB97M-V/def2-TZVPD.

The geometry in XYZ format:
```
48
Properties=species:S:1:pos:R:3:forces:R:3:lowdin_charge:R:1
C 0.30779 2.04841 -2.19506 0.40 -0.84 -0.75 -0.242
O -0.00595 0.65302 -2.16918 -0.03 0.21 -0.53 -0.116
C 0.86033 2.52799 -0.86882 0.29 0.69 0.38 -0.176
C -0.20311 3.17522 0.06743 0.97 -2.60 -0.55 -0.171
C -1.34320 2.18336 0.20901 -0.56 1.22 0.04 -0.113
C -1.36591 0.87097 0.40033 0.00 -0.19 0.41 -0.172
N -2.61668 0.22639 0.50453 -0.22 0.34 -0.81 0.002
C -3.00905 -0.41419 1.50764 -0.04 -0.37 0.09 -0.026
H -0.59682 2.52604 -2.53628 -0.60 0.41 0.43 0.111
H 0.99023 2.26565 -3.02886 0.31 -0.18 0.23 0.113
H 1.67077 3.24182 -1.04835 -0.05 0.10 0.01 0.107
H 1.35223 1.67236 -0.39052 -0.22 0.03 0.01 0.099
H 0.26319 3.34407 1.03527 -0.03 0.45 0.05 0.088
H -0.53727 4.07315 -0.41088 -0.34 0.64 0.05 0.094
H -2.31114 2.66640 0.09976 -0.25 -0.21 0.22 0.103
H -0.51259 0.20010 0.41557 0.14 0.20 0.08 0.116
H -2.43701 -0.54687 2.42537 0.09 0.04 0.06 0.072
H -3.98868 -0.88920 1.43145 0.09 0.02 0.17 0.072
H 1.53930 1.79644 3.35126 0.07 0.35 0.21 0.035
H 1.55813 1.38256 1.95026 0.15 0.20 -0.29 -0.005
O 1.92798 2.08028 2.51378 -0.31 -0.54 0.03 -0.059
H 2.21844 -3.13022 1.00863 0.05 -0.12 0.14 0.037
H 2.18007 -2.69734 -0.44796 0.03 -0.53 -0.14 -0.011
O 2.01023 -3.49515 0.14161 0.25 0.26 -0.20 -0.106
H 0.03267 -1.48177 2.39735 -0.17 -0.32 -0.40 0.009
H 1.28566 -0.61896 2.31514 -0.30 -0.28 -0.16 -0.004
O 0.41960 -0.68141 2.77264 0.27 0.36 0.55 -0.098
H -1.00256 -2.32159 0.23769 -0.07 -0.19 -0.17 -0.008
H 0.30764 -3.10927 0.39376 -0.44 0.14 0.69 -0.002
O -0.48657 -2.80855 0.90447 0.24 0.08 -0.08 -0.102
H -1.44950 1.67995 3.03103 0.22 -0.18 0.09 0.009
H -0.60136 0.63940 3.78038 0.17 -0.37 -0.44 -0.019
O -1.23035 1.35588 3.91544 -0.34 0.52 0.24 -0.081
H -0.79362 -2.27585 -2.12413 -0.20 0.30 -0.29 0.007
H -2.05420 -1.26134 -1.81335 0.65 -0.64 -0.31 0.008
O -1.54041 -2.05079 -1.54408 -0.70 0.13 0.64 -0.085
H -1.68795 0.19197 -3.00661 0.00 0.57 0.64 0.018
H -2.87095 0.71168 -2.06734 0.60 -0.05 0.02 0.026
O -2.64869 0.22935 -2.87346 -0.70 -0.25 -0.54 -0.075
H 2.34552 -1.02030 0.02179 0.08 0.62 -0.07 -0.026
H 3.04363 0.03743 0.97643 0.25 0.07 -0.03 0.034
O 2.45174 -0.71491 1.00484 0.04 0.04 0.32 -0.124
H 0.52970 -3.81685 -1.82341 -0.02 -0.33 0.00 0.028
H 1.30477 -2.61307 -2.28629 -0.11 0.05 -0.16 0.000
O 0.67451 -3.30273 -2.62400 0.23 0.34 0.13 -0.089
H 0.79431 0.11172 -2.23134 0.30 -0.19 0.41 0.066
H 3.02095 -1.28638 -1.92487 -0.43 -0.07 0.48 0.009
O 2.20415 -1.35487 -1.39811 0.25 0.04 -0.90 -0.351
```
Forces are in eV/Å.

E_HOMO   -5.99 eV
Energy relative to the best compared isomer or geometry (same formula, charge and spin)   25.2 kJ/mol
LUMO energy   2.951 eV
Total charge   -1
Orbital gap   8.938 eV
Molecular weight   292.30 g/mol

# 2
A 2-piece molecular cluster, C14H16 overall, computed with ωB97M-V/def2-TZVPD.

The geometry in XYZ format:
```
30
Properties=species:S:1:pos:R:3:forces:R:3:lowdin_spin:R:1
C 1.17125 -1.63739 -0.47709 0.06 0.15 0.17 0.017
C -0.52544 -1.72600 1.36829 -0.03 0.14 0.19 0.021
C -0.07625 -2.20474 0.14427 0.03 0.10 0.01 0.005
C -1.63605 -2.27511 1.99441 0.24 0.15 -0.20 0.012
C -0.77974 -3.24929 -0.45949 0.55 0.03 0.19 0.013
C -2.29250 -3.33412 1.39605 -0.36 0.08 0.12 0.009
C -1.84662 -3.84386 0.18452 -0.31 0.05 0.06 0.006
H -0.01804 -0.88213 1.82198 0.06 -0.03 -0.01 0.019
H -1.97723 -1.86238 2.93673 -0.06 -0.03 -0.05 0.004
H 1.75373 -2.43179 -0.93719 0.02 -0.02 -0.29 0.003
H 1.81270 -1.17605 0.27229 -0.05 -0.01 0.21 0.009
H -0.42656 -3.60085 -1.41942 -0.06 -0.18 -0.08 0.004
H -3.20608 -3.70195 1.84337 0.06 -0.29 0.09 0.002
H -2.35818 -4.69963 -0.23654 -0.02 0.05 -0.20 0.001
H 0.97295 -0.83250 -1.18431 -0.17 -0.09 -0.22 0.001
C 2.77414 2.03979 -0.77590 0.74 0.56 -0.11 0.040
C -1.41005 2.89238 -0.18782 0.13 0.05 0.48 0.051
C -0.47957 3.33368 0.75896 -0.62 -0.21 -0.46 0.175
C -1.00182 2.20945 -1.31546 0.31 -0.07 -0.60 0.148
C 0.87769 2.94116 0.59178 0.32 0.33 0.66 0.165
C 0.38896 2.03701 -1.57449 0.59 -0.09 0.63 0.145
C 1.31929 2.32976 -0.56951 -0.58 -0.10 -0.67 0.046
H -2.47582 3.02885 -0.02603 0.00 0.22 0.02 0.004
H -0.81720 3.90846 1.61639 0.14 -0.14 0.00 0.016
H -1.68721 1.91127 -2.09430 -0.34 -0.07 0.08 0.017
H 1.61231 3.25686 1.32454 0.05 -0.05 0.06 0.026
H 0.75123 1.57826 -2.48401 -0.10 -0.09 -0.16 0.020
H 3.37798 2.95623 -0.69320 -0.18 -0.04 0.16 0.001
H 3.00267 1.68301 -1.78038 -0.23 -0.31 -0.03 0.007
H 3.19944 1.35161 -0.03847 -0.20 -0.12 -0.03 0.013
```
Forces are in eV/Å.

E_HOMO (spin up / spin down)   1.01 / -4.25 eV
Energy relative to the best compared isomer or geometry (same formula, charge and spin)   1.3 kJ/mol
2S+1   2
LUMO energy (spin up / spin down)   3.368 / 3.227 eV
Total charge   -1
Orbital gap (spin up / spin down)   2.353 / 7.474 eV
Molecular weight   184.28 g/mol

# 3
C7H12Br2CaF2LiN3NaO3P as an isolated structure, computed with ωB97M-V/def2-TZVPD.

The geometry in XYZ format:
```
33
Properties=species:S:1:pos:R:3:forces:R:3:lowdin_charge:R:1
C -1.50390 3.87972 3.02936 0.17 -2.49 -1.71 -0.013
C -1.40494 2.44189 2.55659 0.74 3.75 0.59 -0.248
C -0.12857 2.15530 1.51404 -2.19 1.70 -0.55 -0.395
P -0.20812 0.44522 0.66510 4.48 1.97 -0.15 0.612
N 1.44731 0.20573 -0.04961 -1.02 4.46 -3.92 -0.201
C 1.48888 1.21054 -1.02463 0.62 6.74 0.54 -0.213
O 1.75099 2.41105 -1.59918 -6.69 -12.02 6.18 -0.448
H -1.34547 4.22270 4.13714 -1.76 -0.91 -2.02 0.069
H -1.70205 4.71294 2.19884 1.80 -1.68 1.84 0.092
H -2.16601 1.60008 2.87552 2.39 1.39 0.12 -0.043
H -0.08322 3.03697 0.71649 0.11 -1.77 1.64 0.128
H 0.83554 2.26559 2.17597 -1.88 -0.19 -1.54 0.013
H -1.13772 0.48320 -0.46175 0.48 1.19 0.14 -0.067
Ca -2.03562 -1.04006 0.80849 -3.20 -3.17 -0.75 0.826
C -2.88209 -1.45169 -4.54687 -0.78 2.93 1.50 -0.113
C -2.72800 -1.24088 -3.04949 0.79 0.69 6.48 -0.129
N -2.60022 -1.06596 -1.80728 -0.75 -1.23 -7.93 -0.039
H -1.98250 -1.10958 -5.06600 -0.06 -0.16 0.33 0.088
H -3.03416 -2.51333 -4.76021 0.57 -1.13 0.41 -0.001
H -3.74273 -0.88734 -4.91622 0.03 0.54 0.40 0.067
F 1.41237 2.71132 -3.81932 0.49 -0.15 -0.30 -0.708
C 2.93443 -3.98196 1.33105 0.32 0.14 0.06 0.047
N 1.47541 -3.73991 1.49280 -1.00 -0.57 -0.15 -0.417
O 1.12891 -2.62908 1.91133 -0.07 -1.07 -0.47 -0.035
O 0.71912 -4.67175 1.19510 1.09 1.86 0.59 0.076
H 3.47702 -3.08196 1.62824 -0.26 -0.19 -0.09 0.093
H 3.20208 -4.82337 1.97358 -0.12 0.06 -0.23 0.105
H 3.11574 -4.21192 0.27917 -0.10 -0.08 0.21 0.112
F -2.11827 -3.57758 -4.35726 0.50 -1.60 0.28 -0.645
Li -2.03863 -0.24292 4.00717 -0.01 -0.25 0.07 0.308
Br 3.74370 2.76814 -2.04576 4.96 2.48 -1.06 0.461
Na 2.12793 1.28023 3.35020 0.18 -0.39 0.00 0.612
Br 3.98279 4.43869 -0.34260 0.16 -0.85 -0.50 0.005
```
Forces are in eV/Å.

E_HOMO   -6.53 eV
Energy relative to the best compared isomer or geometry (same formula, charge and spin)   633.5 kJ/mol
LUMO energy   -2.952 eV
Orbital gap   3.579 eV
Molecular weight   484.98 g/mol

- What is the molecular weight in the third record?
  484.98 g/mol

- molecular weight of number 3 (C7H12Br2CaF2LiN3NaO3P)?
  484.98 g/mol

- The highest energy relative to the best compared isomer or geometry (same formula, charge and spin) belongs to which entry?
  C7H12Br2CaF2LiN3NaO3P